# 1
{"formula": "C44H119F3N10O13", "method": "the ωB97M-V functional and the def2-TZVPD basis", "symbols": ["O", "H", "H", "H", "C", "O", "O", "C", "F", "F", "F", "C", "C", "H", "H", "H", "H", "H", "H", "C", "C", "C", "O", "C", "N", "H", "H", "H", "H", "H", "H", "H", "H", "H", "H", "H", "C", "C", "C", "O", "C", "N", "H", "H", "H", "H", "H", "H", "H", "H", "H", "H", "H", "C", "C", "C", "O", "C", "N", "H", "H", "H", "H", "H", "H", "H", "H", "H", "H", "H", "C", "C", "C", "O", "C", "N", "H", "H", "H", "H", "H", "H", "H", "H", "H", "H", "H", "C", "C", "C", "O", "C", "N", "H", "H", "H", "H", "H", "H", "H", "H", "H", "H", "H", "C", "C", "C", "O", "C", "N", "H", "H", "H", "H", "H", "H", "H", "H", "H", "H", "H", "C", "C", "C", "O", "C", "N", "H", "H", "H", "H", "H", "H", "H", "H", "H", "H", "H", "C", "C", "C", "O", "C", "N", "H", "H", "H", "H", "H", "H", "H", "H", "H", "H", "H", "C", "C", "C", "O", "C", "N", "H", "H", "H", "H", "H", "H", "H", "H", "H", "H", "H", "C", "C", "C", "O", "C", "N", "H", "H", "H", "H", "H", "H", "H", "H", "H", "H", "H"], "positions_angstrom": [[-3.09392, -0.72241, 2.77049], [-3.86769, -0.08801, 2.60470], [-2.49349, -0.78381, 1.93630], [-3.48614, -1.60473, 2.90049], [-0.52015, -1.03434, 0.40364], [-0.25269, 0.01548, 1.34146], [-1.83359, -1.33683, 0.60254], [-0.07982, -0.72097, -1.05949], [1.26977, -0.88469, -1.16311], [-0.60518, -1.56966, -1.94896], [-0.35774, 0.52900, -1.46690], [1.08466, 0.50580, 1.39060], [1.19227, 1.50180, 2.54356], [0.92151, 1.07777, 3.51132], [2.19278, 1.92992, 2.59492], [0.47302, 2.31167, 2.40186], [1.38992, 0.99336, 0.46483], [1.76335, -0.30263, 1.68273], [0.12605, -1.83818, 0.78887], [0.26335, 2.36739, -8.74528], [-0.22585, 1.12191, -8.00747], [0.54577, 0.82781, -6.72589], [0.30696, -0.48992, -6.28065], [1.04696, -0.75398, -5.08960], [-1.68219, 1.31970, -7.81638], [0.08690, 3.23508, -8.10199], [-0.29995, 2.58136, -9.65518], [1.29185, 2.32901, -9.11092], [-0.09783, 0.33847, -8.75966], [0.40627, 1.57126, -5.93472], [1.60308, 0.87228, -7.02874], [0.54213, -0.30028, -4.23788], [2.10236, -0.47584, -5.18332], [1.19911, -1.81885, -4.92187], [-1.95982, 0.41580, -7.43365], [-1.75390, 1.97424, -7.03076], [0.04229, -1.06480, 5.34464], [-0.03881, -2.55128, 5.16111], [-0.44827, -3.09566, 3.75239], [-0.11238, -4.45783, 3.56077], [-0.67794, -5.33861, 4.51939], [1.27150, -3.11618, 5.51704], [-0.86952, -0.49581, 5.14161], [0.84572, -0.63336, 4.74172], [0.34496, -0.77832, 6.35489], [-0.75595, -3.01555, 5.85202], [0.03487, -2.52379, 2.95720], [-1.52526, -3.00776, 3.57032], [-1.71830, -5.05627, 4.71206], [-0.08378, -5.33543, 5.43336], [-0.75555, -6.36388, 4.16032], [1.23808, -3.44575, 6.47580], [1.36707, -3.97396, 4.98240], [-5.93499, 0.78695, -2.34938], [-5.08753, -0.37753, -1.89844], [-3.90213, -0.71093, -2.76721], [-4.36994, -1.24800, -3.99103], [-3.31675, -1.22366, -4.95578], [-4.71025, -0.17356, -0.49348], [-5.44605, 1.74828, -2.15124], [-6.82478, 0.85812, -1.72083], [-6.19511, 0.76427, -3.40648], [-5.67263, -1.30400, -1.92173], [-3.24656, -1.42315, -2.26343], [-3.30320, 0.19879, -2.92378], [-3.60089, -1.92236, -5.74509], [-2.34350, -1.58460, -4.61427], [-3.18851, -0.25906, -5.45209], [-4.00542, -0.84603, -0.19036], [-4.24065, 0.72864, -0.35376], [-2.74433, 6.44884, -6.82823], [-2.18190, 5.02414, -6.86041], [-2.23220, 4.38506, -5.48329], [-1.72114, 3.05859, -5.45998], [-2.16947, 2.36339, -4.31384], [-2.98518, 4.33486, -7.89583], [-2.19506, 7.04510, -6.09399], [-3.79032, 6.38701, -6.52152], [-2.72962, 6.95730, -7.78988], [-1.15627, 5.07105, -7.25047], [-3.28642, 4.47480, -5.19115], [-1.68659, 5.00244, -4.76205], [-1.76603, 1.35195, -4.25048], [-3.25139, 2.21295, -4.25994], [-1.82645, 2.87333, -3.40898], [-2.67279, 3.36734, -7.89863], [-2.62883, 4.66204, -8.78888], [-2.45004, 3.69468, 6.04175], [-1.02875, 3.85860, 6.48528], [-0.48892, 5.25648, 6.09738], [-0.54084, 5.47925, 4.68827], [0.10846, 4.50843, 3.87315], [-0.83870, 3.72095, 7.93820], [-3.09280, 4.47290, 6.45281], [-2.83607, 2.67285, 6.03167], [-2.49139, 3.87312, 4.95746], [-0.30529, 3.16386, 6.05643], [0.52104, 5.29805, 6.51325], [-1.11147, 6.01872, 6.56594], [1.18814, 4.67609, 3.83265], [-0.26300, 4.72092, 2.87057], [-0.09064, 3.46456, 4.10332], [-1.34551, 2.87086, 8.18712], [-1.41160, 4.38617, 8.45799], [-5.28691, 2.81476, 3.82756], [-5.18766, 2.37246, 2.38201], [-3.83185, 2.66334, 1.74703], [-3.84370, 2.34978, 0.37603], [-2.64678, 2.61278, -0.31372], [-5.33390, 0.90166, 2.32840], [-6.24817, 2.51725, 4.24359], [-5.14000, 3.89012, 3.92733], [-4.47900, 2.32205, 4.37487], [-5.98738, 2.90369, 1.85465], [-3.06551, 2.04885, 2.23585], [-3.56711, 3.71041, 1.93142], [-1.82440, 2.01560, 0.09251], [-2.37176, 3.67274, -0.29503], [-2.78239, 2.33616, -1.35877], [-5.46837, 0.64128, 1.33971], [-6.30397, 0.76044, 2.62142], [2.88819, -3.90825, 2.05895], [4.25537, -3.65045, 2.63410], [5.35515, -3.70376, 1.57371], [5.62651, -5.06003, 1.30932], [6.29386, -5.33200, 0.09306], [4.21073, -2.28776, 3.21089], [2.99005, -4.91591, 1.63510], [2.50588, -3.32335, 1.22012], [2.15610, -3.88296, 2.86293], [4.42867, -4.36339, 3.44543], [6.24798, -3.16041, 1.89645], [4.91735, -3.25949, 0.67165], [5.49964, -5.27337, -0.65943], [6.67996, -6.34601, 0.01766], [7.08921, -4.63201, -0.17572], [3.68824, -2.29883, 4.08192], [5.11385, -1.90385, 3.47005], [4.57535, -2.56604, -3.07909], [3.86959, -3.80858, -2.53818], [2.35891, -3.88844, -2.64304], [1.91906, -4.22756, -3.93337], [0.52835, -4.19288, -4.15782], [4.55429, -4.93437, -3.14730], [4.53847, -2.45538, -4.16196], [5.57701, -2.39023, -2.68722], [3.99320, -1.72443, -2.66947], [4.04192, -3.80003, -1.45531], [1.87003, -2.96894, -2.29857], [2.06086, -4.64612, -1.90641], [0.22059, -4.42578, -5.17262], [0.17243, -3.19071, -3.89753], [0.01070, -4.85682, -3.45735], [5.53000, -4.69629, -3.05753], [4.27920, -5.18946, -4.08138], [-0.39827, -5.20950, -0.59411], [-1.66406, -5.51874, 0.22109], [-1.55750, -6.79248, 1.02694], [-1.17526, -7.85260, 0.18693], [-1.31538, -9.13196, 0.74802], [-1.89918, -4.39591, 1.14150], [-0.13614, -6.05471, -1.23844], [0.48073, -5.07291, 0.04395], [-0.48782, -4.33108, -1.23491], [-2.49736, -5.64304, -0.47425], [-2.57654, -6.95309, 1.40882], [-0.93597, -6.70616, 1.92615], [-0.72737, -9.22464, 1.67007], [-0.91593, -9.79529, -0.01646], [-2.34488, -9.38078, 1.02733], [-1.87869, -3.50405, 0.65797], [-1.07724, -4.45079, 1.73458], [7.65695, 6.65120, 3.14970], [6.17316, 6.87513, 3.47357], [5.41433, 5.57385, 3.28170], [5.59035, 5.16110, 1.92561], [4.90492, 3.97005, 1.66141], [6.03704, 7.47044, 4.80247], [7.82229, 6.01549, 2.28198], [8.21637, 6.18331, 3.96284], [8.11549, 7.61145, 2.90473], [5.90812, 7.69051, 2.79101], [4.38406, 5.58455, 3.65313], [5.89173, 4.78348, 3.87610], [3.81576, 4.08253, 1.70892], [5.28125, 3.07514, 2.16640], [5.09246, 3.82623, 0.59164], [6.55416, 8.34106, 4.88401], [5.10401, 7.84412, 4.96254]], "forces_ev_per_a": [[-0.7, 0.0, 0.7], [-0.6, 0.3, 0.1], [1.2, -0.7, -1.8], [0.2, 0.1, -0.1], [-1.5, -0.5, 2.1], [0.5, 1.2, -0.8], [0.2, 0.5, -0.3], [0.3, -0.2, 0.5], [-0.2, 0.3, 0.0], [-0.3, 0.0, 0.1], [-0.1, -0.1, 0.0], [0.1, 0.0, 1.4], [-0.7, 0.4, -0.3], [0.2, -0.3, -0.1], [0.0, -0.1, 0.0], [0.1, 0.1, -0.2], [0.0, -0.2, -0.1], [0.1, -0.3, -0.6], [0.4, -0.5, -0.8], [0.2, 0.6, 0.1], [-0.6, 0.8, -1.1], [1.1, -0.2, -1.2], [0.0, -0.3, 0.5], [0.3, -0.4, -0.4], [0.7, -0.9, 0.6], [0.4, 0.1, 0.0], [-0.4, -0.4, 0.1], [0.2, 0.0, 0.6], [0.0, -0.5, 0.6], [-0.4, 0.1, 0.0], [0.1, 0.2, 0.2], [0.3, 0.1, 0.2], [-0.1, 0.9, 0.0], [-0.8, -0.2, -0.2], [-0.6, 0.2, 0.0], [-0.1, -0.3, -0.1], [0.0, 1.2, -0.1], [-0.2, -1.4, 0.1], [0.0, 0.7, 0.3], [0.4, -0.4, 0.1], [-0.6, 0.2, 0.0], [0.3, -0.4, -0.2], [-0.1, -0.3, -0.2], [-0.1, -0.3, -0.3], [-0.2, -0.4, 0.2], [-0.3, 0.5, 0.0], [0.2, -0.1, 0.0], [-0.1, 0.2, 0.3], [0.0, 0.2, 0.3], [-0.2, 0.0, 0.2], [0.5, 0.1, -0.4], [0.1, 0.3, 0.1], [0.3, 0.1, -0.1], [-0.1, 0.6, 0.2], [-0.1, -0.9, 0.7], [0.1, 0.6, -0.1], [1.2, 0.4, -0.3], [-0.6, -0.8, -0.8], [0.4, 0.3, 0.3], [0.4, -0.1, -0.1], [-0.2, -0.3, -0.2], [-0.1, -0.2, 0.1], [-0.3, 0.2, 0.0], [0.0, -0.2, 0.1], [0.0, 0.0, -0.2], [-0.1, 0.0, 0.0], [0.0, 0.1, 0.5], [-0.1, 0.3, 0.4], [-0.1, -0.2, -0.3], [-0.4, -0.4, -0.3], [0.1, -0.2, 1.0], [0.2, 0.7, -1.5], [-0.4, 0.6, -0.3], [-0.7, 0.2, 0.1], [0.2, -0.3, 0.6], [0.4, -0.8, 0.6], [-0.1, 0.2, -0.1], [0.0, 0.1, 0.0], [0.2, -0.2, -0.1], [0.3, 0.0, 0.6], [-0.1, -0.7, 0.2], [0.2, 0.0, -0.1], [0.4, 0.1, -0.5], [-0.2, 0.4, -0.2], [-0.1, 0.1, 0.1], [-0.4, -0.2, -0.2], [-0.3, 0.2, -0.1], [0.0, -0.2, -2.1], [0.7, 1.1, 0.8], [-0.2, -1.0, -0.3], [0.0, -0.3, 0.5], [0.0, 0.9, -0.4], [-0.8, -0.5, 0.4], [-0.2, -0.4, 0.4], [-0.1, 0.1, 1.0], [0.1, 0.4, 0.0], [-0.5, -0.4, -0.1], [0.2, 0.3, -0.2], [0.0, 0.2, -0.1], [0.1, -0.1, 0.3], [0.0, -0.2, -0.1], [-0.2, 0.1, 0.2], [0.5, -0.3, 0.1], [0.2, 0.5, -0.3], [0.8, -0.1, -0.1], [0.6, -0.1, -0.2], [0.1, 0.5, 0.4], [-0.6, 0.5, 0.0], [0.6, 0.1, 0.0], [-1.4, 0.1, -0.7], [0.0, 0.1, 0.1], [-0.2, 0.0, 0.0], [-0.2, 0.0, 0.3], [0.1, -0.2, -0.5], [0.1, 0.0, 0.2], [0.1, 0.1, -0.2], [0.0, 0.0, 0.0], [-0.1, 0.0, 0.2], [-0.2, -0.1, 0.1], [0.6, -0.1, -0.2], [0.3, -0.6, 0.7], [0.0, -1.6, -0.3], [0.1, 1.8, 0.4], [-0.8, -0.5, -0.1], [0.9, -0.6, 0.8], [-1.2, 0.4, -0.8], [0.2, 0.4, 0.2], [-0.6, -0.2, 0.3], [0.6, 0.7, 0.2], [-0.1, -0.2, -0.2], [0.3, -0.4, -0.3], [0.1, 0.0, -0.1], [0.3, 0.4, -0.1], [0.4, 0.0, -0.5], [0.0, 0.0, 0.7], [0.1, 0.1, 0.3], [-0.3, -0.1, -0.2], [0.2, -0.3, -0.2], [-1.8, 1.8, 0.8], [0.8, 0.4, -1.0], [-0.5, -0.2, 0.4], [0.7, -0.3, -1.2], [-0.4, 0.5, 1.6], [-0.1, -1.0, 1.4], [0.1, -0.3, 0.0], [0.2, -0.5, -0.1], [0.2, 0.3, -0.2], [0.1, -0.2, 0.0], [0.2, 0.2, -0.1], [-0.2, -0.3, -0.2], [0.6, -0.1, -0.1], [-0.3, 0.0, -0.2], [0.0, -0.3, -0.2], [0.2, -0.5, -0.6], [-0.1, 0.4, -0.1], [0.3, -1.0, -0.3], [1.0, 1.2, -0.6], [-1.1, -0.2, 0.1], [0.0, 0.3, 0.0], [0.4, 0.2, 0.2], [-0.3, -0.9, 0.3], [-0.1, 0.0, -0.1], [-0.1, 0.1, 0.2], [-0.3, 0.1, 0.2], [-0.1, 0.1, 0.1], [0.0, -0.3, 0.1], [0.5, 0.1, -0.2], [0.2, 0.0, -0.1], [-0.2, -0.3, 0.2], [-0.1, 0.1, -0.3], [0.0, 0.2, -0.1], [-0.1, 0.5, 0.2], [0.4, 0.1, 0.1], [1.0, 1.1, -0.5], [0.8, -0.5, 0.2], [-0.8, 0.5, 1.0], [0.0, 0.0, -1.9], [-0.4, 0.0, 1.0], [-0.4, 0.0, -0.1], [-0.2, 0.1, 0.2], [0.1, 0.0, 0.2], [-0.7, -0.7, -0.7], [-0.3, 0.3, -0.6], [0.1, 0.2, 0.4], [0.0, -0.1, 0.6], [-0.1, 0.2, 0.4], [0.0, -0.3, 0.1], [0.6, -0.4, -0.3], [-0.3, -0.6, -0.2]], "e_tot_ha": -3572.82808, "max_force_ha_per_bohr": 0.0513, "homo_lumo_gap_ev": 8.604, "total_charge": 0, "de_lowest_kj_mol": 0.00, "spin_multiplicity": 1, "e_homo_ev": -8.559, "lumo_ev": 0.04}



# 2
{"formula": "C11H15N", "method": "the ωB97M-V functional and the def2-TZVPD basis", "symbols": ["C", "C", "C", "C", "C", "C", "C", "C", "C", "N", "H", "H", "H", "H", "H", "H", "H", "H", "H", "C", "C", "H", "H", "H", "H", "H", "H"], "positions_angstrom": [[1.94047, -2.00731, -0.32527], [1.07031, 0.40272, 0.28316], [1.60621, -0.84869, 0.65074], [0.81126, 1.12456, 1.41282], [1.75575, -0.82959, 2.03531], [0.29156, 2.29942, -1.04351], [0.02290, 3.00342, 0.15517], [0.85665, 1.04716, -1.00631], [0.21959, 2.39303, 1.38451], [1.13739, 0.40381, 2.54223], [0.14992, 2.75092, -1.98450], [-0.29865, 4.11973, 0.13879], [1.22987, 0.47554, -1.91328], [-0.01443, 2.83911, 2.40587], [3.03147, -1.94729, -0.82997], [1.26742, -1.92120, -1.22890], [2.18455, -1.51224, 2.77757], [0.98976, 0.60068, 3.44588], [1.62287, -2.92537, 0.21479], [-2.42783, -0.87183, -1.85756], [-2.49666, -1.60008, -0.43398], [-2.68279, -1.63507, -2.62978], [-3.20152, -0.06555, -1.92446], [-1.43330, -0.39656, -1.97986], [-2.18648, -0.71540, 0.19393], [-1.89513, -2.41569, -0.19956], [-3.55115, -1.76822, -0.28383]], "forces_ev_per_a": [[0.5, 1.1, -0.8], [0.0, 1.0, -2.7], [1.5, -1.5, 0.7], [-1.2, 1.0, 1.8], [-1.6, 1.5, 0.2], [0.8, -0.5, 0.9], [-0.7, 1.7, 0.7], [0.6, -1.9, 0.7], [0.0, 0.8, 1.0], [2.3, -3.2, -5.7], [-0.2, 0.7, -0.9], [0.3, -2.2, -0.1], [-0.8, 1.0, 1.0], [0.3, -0.1, -1.7], [-2.3, -0.5, 1.7], [0.5, -0.1, 1.0], [-0.3, 0.1, -0.7], [-0.5, 1.0, 3.6], [1.0, 0.2, -0.7], [-0.1, -1.2, 0.4], [-0.9, 4.8, -1.0], [0.5, 0.8, 0.1], [0.6, -0.7, 0.3], [-0.6, -0.5, -0.3], [-0.4, -1.2, 0.2], [1.1, -1.4, -0.2], [-0.2, -0.5, 0.5]], "e_tot_ha": -482.85440, "max_force_ha_per_bohr": 0.1357, "homo_lumo_gap_ev": 8.891, "total_charge": 0, "de_lowest_kj_mol": 159.56, "smiles": "Cc1c[nH]c2ccccc12.CC", "spin_multiplicity": 1, "e_homo_ev": -7.921, "lumo_ev": 0.97}